No. 1
Below is an isolated ion of composition C6H4N3O and charge +1 at a distorted geometry, with properties calculated with ωB97M-V/def2-TZVPD.

Summary:
SMILES string ... C#[N+]/C=C\C(C#N)=C\N=O
Net charge ... +1
F_max ... 0.0722 Eh/bohr
Frontier orbital gap (alpha / beta) ... 5.98 / 7.09 eV
Calculated total energy ... -470.0268 a.u.
ΔE to the lowest compared entry with this formula, charge and spin ... 112.4 kcal/mol

Each line ends with the Löwdin charge.
Atoms and positions in Å:
O  1.08  -2.07  -3.16  0.29
N  1.25  -1.09  -2.61  0.03
N  -1.21  0.53  1.81  0.08
N  -1.44  -1.77  -0.25  0.20
C  -0.16  1.27  1.48  -0.08
C  0.41  0.00  -0.59  -0.16
C  1.39  -0.31  -1.61  0.00
C  -0.61  -0.99  -0.43  -0.20
C  0.52  1.10  0.31  0.02
C  -2.02  -0.18  2.29  0.29
H  -3.08  -0.43  2.32  0.14
H  1.30  1.71  0.03  0.11
H  0.27  2.05  2.09  0.14
H  2.30  0.18  -1.68  0.14

***

No. 2
Below is one molecule with the formula C4H5BrO at a distorted geometry, with properties calculated with ωB97M-V/def2-TZVPD.

Summary:
SMILES string ... OCC1=C(Br)C1
Net charge ... 0
F_max ... 0.1164 Eh/bohr
Frontier orbital gap (alpha / beta) ... 8.16 / 7.10 eV
Calculated total energy ... -2804.4237 a.u.
ΔE to the lowest compared entry with this formula, charge and spin ... 132.4 kcal/mol

Each line ends with the Löwdin charge.
Atoms and positions in Å:
Br  -1.10  1.51  -2.75  0.67
O  -1.02  -1.98  0.98  -0.02
C  -0.10  -0.92  0.94  -0.28
C  0.70  1.20  -0.44  -0.31
C  0.16  0.62  -1.77  -0.56
C  -0.07  0.04  -0.11  -0.11
H  -0.38  -0.17  1.83  0.18
H  0.26  2.06  0.08  0.11
H  0.93  -1.35  1.33  0.17
H  1.78  1.19  -0.19  0.10
H  -1.17  -2.21  0.11  0.04

***

No. 3
Below is a 2-piece molecular cluster, C12H15NS overall at a distorted geometry, with properties calculated with ωB97M-V/def2-TZVPD.

Summary:
SMILES string ... CC(C)=Cc1ccccc1.CN=C=S
Net charge ... 0
F_max ... 0.0908 Eh/bohr
Frontier orbital gap ... 8.71 eV
Calculated total energy ... -919.0767 a.u.
ΔE to the lowest compared entry with this formula, charge and spin ... 76.3 kcal/mol

Each line ends with the Löwdin charge.
Atoms and positions in Å:
S  -0.53  -3.43  0.49  0.79
N  -1.88  -1.56  -1.10  -0.03
C  -1.36  -2.42  -0.39  -0.70
C  0.87  -0.06  -0.12  -0.28
C  3.04  -1.66  0.48  -0.11
C  -0.64  1.76  0.43  -0.30
C  0.78  -0.94  0.98  -0.16
C  -0.28  0.77  -0.45  -0.06
C  1.95  -1.65  1.27  -0.16
C  -1.54  2.95  0.30  -0.08
C  -2.70  -1.42  -2.24  -0.14
C  3.16  -0.67  -0.51  -0.07
C  -0.12  1.73  1.87  -0.05
C  2.05  0.18  -0.78  -0.04
H  -3.60  -0.61  -2.03  0.13
H  -1.41  3.36  -0.75  0.09
H  3.84  -2.39  0.69  0.11
H  -0.45  0.83  -1.50  0.10
H  0.46  2.62  2.07  0.08
H  0.45  0.84  2.08  0.04
H  -2.03  -1.04  -3.11  0.10
H  -1.10  3.63  0.96  0.04
H  -0.09  -1.17  1.54  0.07
H  -3.25  -2.32  -2.61  0.08
H  2.06  1.14  -1.39  0.14
H  -1.05  1.61  2.50  0.11
H  -2.67  2.71  0.29  0.12
H  1.99  -2.44  2.01  0.10
H  4.08  -0.33  -0.99  0.10

***

No. 4
Below is C21H38AsF6N4O6S2W as an isolated structure at a distorted geometry, with properties calculated with ωB97M-V/def2-TZVPD.

Summary:
Net charge ... +3
F_max ... 0.0198 Eh/bohr
Frontier orbital gap ... 7.96 eV
Calculated total energy ... -5190.9171 a.u.
ΔE to the lowest compared entry with this formula, charge and spin ... 7.7 kcal/mol

Each line ends with the Löwdin charge.
Atoms and positions in Å:
W  0.24  -0.93  -0.50  1.64
As  -0.87  -0.99  1.92  1.22
S  3.05  0.92  -0.90  0.74
S  3.06  -0.81  1.08  0.67
F  5.07  0.52  -2.53  0.22
F  5.12  -0.51  2.61  0.21
F  3.13  0.41  -3.48  0.16
F  5.10  -2.38  1.50  0.21
F  3.93  2.32  -2.89  0.21
F  3.74  -2.10  3.17  0.19
O  2.25  -1.91  0.54  -0.37
O  2.90  2.24  -0.41  -0.22
O  -2.11  -3.70  -1.58  0.24
O  1.66  0.30  -1.18  -0.50
O  -0.64  -2.58  -0.30  -0.32
O  2.29  0.14  1.83  -0.30
N  0.19  2.46  0.68  0.03
N  3.87  -0.13  -0.13  -0.26
N  -0.91  5.99  1.64  0.21
N  1.04  -2.36  -2.06  0.01
C  -1.01  -3.29  -1.44  -0.45
C  0.03  4.84  1.38  -0.12
C  -0.63  0.43  3.23  -0.39
C  -0.18  -2.60  2.79  -0.37
C  -0.72  3.56  0.98  -0.25
C  -2.80  -1.17  1.71  -0.37
C  4.39  -1.52  2.18  -0.69
C  -0.44  1.86  -2.87  -0.04
C  -1.26  0.06  4.57  -0.12
C  -2.85  1.49  -2.24  -0.03
C  -1.16  -0.16  -1.49  -0.17
C  -1.70  -0.09  -3.82  -0.01
C  2.53  -3.32  -3.64  0.02
C  -3.45  0.17  1.40  -0.14
C  0.38  -4.31  -3.29  0.07
C  1.59  -4.29  -3.97  0.03
C  0.17  -3.34  -2.34  -0.17
C  3.88  1.05  -2.60  -0.67
C  -1.52  0.81  -2.58  -0.63
C  2.22  -2.37  -2.68  -0.07
C  -1.26  -3.46  3.43  -0.13
H  -3.64  0.76  -2.07  0.10
H  0.38  -3.15  2.03  0.05
H  -0.38  -5.06  -3.47  0.15
H  -3.18  -1.59  2.64  0.08
H  -1.14  0.88  5.27  0.09
H  -2.04  -0.80  -1.28  0.10
H  0.71  5.16  0.59  0.14
H  -2.76  2.11  -1.34  0.07
H  -1.47  6.23  0.81  0.18
H  -1.57  5.78  2.40  0.18
H  3.50  -3.30  -4.11  0.14
H  -0.76  -0.56  -4.11  0.09
H  -2.45  -0.86  -3.65  0.10
H  -2.96  -1.91  0.93  0.07
H  0.54  -2.24  3.53  0.08
H  -2.33  -0.15  4.48  0.08
H  -2.04  0.53  -4.66  0.11
H  -1.80  -2.93  4.21  0.07
H  -1.33  3.75  0.10  0.11
H  -0.77  -0.81  5.01  0.08
H  -1.40  3.26  1.78  0.11
H  1.81  -5.04  -4.72  0.14
H  -0.80  -4.34  3.89  0.09
H  0.44  0.60  3.31  0.06
H  -3.42  0.84  2.26  0.07
H  -2.97  0.67  0.55  0.04
H  -1.98  -3.82  2.69  0.08
H  -0.28  2.51  -2.01  0.07
H  0.50  1.40  -3.15  0.07
H  0.80  2.26  1.47  0.06
H  -0.77  2.48  -3.70  0.11
H  0.81  2.72  -0.08  0.04
H  -4.50  0.02  1.14  0.10
H  0.61  4.69  2.29  0.14
H  -3.15  2.13  -3.07  0.11
H  -0.40  6.83  1.91  0.18
H  -1.10  1.32  2.81  0.03
H  2.94  -1.62  -2.39  0.10

***

No. 5
Below is a 2-piece molecular cluster, C14H19N3O7 overall at a distorted geometry, with properties calculated with ωB97M-V/def2-TZVPD.

Summary:
SMILES string ... CNC(=O)[C@H](CO)NC(C)=O.O=C(O)Cc1cccnc1C(=O)O
Net charge ... 0
F_max ... 0.0471 Eh/bohr
Frontier orbital gap ... 8.55 eV
Calculated total energy ... -1235.8933 a.u.
ΔE to the lowest compared entry with this formula, charge and spin ... 1.9 kcal/mol

Each line ends with the Löwdin charge.
Atoms and positions in Å:
O  2.07  -0.04  1.49  0.12
O  -0.97  -0.39  1.00  -0.04
O  1.90  1.33  -0.30  0.10
O  0.00  2.21  -3.09  0.04
O  -1.40  3.34  0.81  0.07
O  0.29  -1.63  -1.19  0.07
O  -0.15  -3.84  -1.35  0.13
N  -1.00  1.47  -1.25  0.13
N  -3.11  2.25  1.75  0.01
N  2.08  -4.30  0.28  0.12
C  3.00  -0.71  -0.72  -0.03
C  -2.14  -0.11  0.27  -0.21
C  4.17  -2.50  0.54  -0.01
C  -2.16  2.38  0.82  -0.46
C  -2.13  1.32  -0.30  -0.18
C  3.02  -2.12  -0.15  -0.12
C  -3.31  3.20  2.85  -0.06
C  3.19  -4.65  0.94  -0.12
C  -0.98  2.21  -2.36  -0.54
C  0.64  -2.78  -0.98  -0.38
C  -2.19  3.03  -2.74  0.00
C  2.28  0.28  0.19  -0.49
C  1.94  -3.07  -0.27  -0.11
C  4.25  -3.77  1.09  -0.04
H  5.13  -4.09  1.64  0.11
H  -0.11  1.07  -1.00  0.11
H  -2.22  -0.82  -0.56  0.12
H  4.03  -0.35  -0.85  0.13
H  2.54  -0.69  -1.71  0.13
H  -3.00  -0.24  0.91  0.11
H  -3.06  1.42  -0.85  0.15
H  -3.80  4.10  2.48  0.08
H  -1.95  3.62  -3.62  0.08
H  -2.43  3.71  -1.91  0.08
H  5.00  -1.81  0.67  0.12
H  -3.03  2.38  -2.96  0.08
H  -2.34  3.48  3.28  0.09
H  -0.31  -0.70  0.35  0.03
H  -3.71  1.45  1.72  0.12
H  -3.92  2.75  3.63  0.08
H  1.54  0.69  1.85  0.14
H  -0.92  -3.46  -1.79  0.13
H  3.25  -5.64  1.37  0.11

***

No. 6
Below is C29H26BClN11O4RbS2 as an isolated structure at a distorted geometry, with properties calculated with ωB97M-V/def2-TZVPD.

Summary:
Net charge ... -2
F_max ... 0.0732 Eh/bohr
Frontier orbital gap (alpha / beta) ... 6.45 / 4.02 eV
Calculated total energy ... -3329.5495 a.u.
ΔE to the lowest compared entry with this formula, charge and spin ... 64.8 kcal/mol

Each line ends with the Löwdin charge.
Atoms and positions in Å:
Rb  -9.27  -3.01  17.11  0.78
Cl  -3.10  -6.99  21.79  0.61
S  -5.08  -0.71  14.82  0.96
S  -8.57  0.92  18.24  0.82
O  -9.54  1.20  19.30  -0.55
O  -8.10  -2.98  19.67  -0.19
O  -6.72  -1.55  20.69  -0.05
O  -8.36  4.04  18.65  0.00
N  -8.44  -5.95  16.45  0.03
N  -10.11  1.42  16.03  0.08
N  -11.57  -6.06  16.28  0.00
N  -10.31  -0.89  15.45  0.03
N  -10.91  -5.00  18.99  0.01
N  -11.68  -4.70  16.33  -0.01
N  -13.32  5.27  20.20  0.07
N  -8.86  -0.16  17.12  -0.37
N  -6.56  -2.34  16.12  -0.08
N  -9.21  -7.08  16.68  -0.05
N  -10.46  -6.23  18.68  -0.05
C  -5.43  -6.12  20.70  -0.10
C  -7.30  -6.35  15.94  -0.18
C  -4.33  -5.82  21.51  -0.71
C  -4.58  -1.13  16.44  -0.35
C  -5.18  -3.62  21.75  -0.05
C  -11.00  1.69  15.08  -0.17
C  -13.12  -5.39  14.81  -0.10
C  -12.54  -4.28  15.49  -0.20
C  -6.39  -5.15  20.36  0.01
C  -10.69  3.95  18.14  0.01
C  -10.57  -4.71  20.26  -0.16
C  -9.83  0.14  16.20  -0.56
C  -10.99  5.41  20.54  -0.06
C  -11.23  -0.62  14.54  -0.15
C  -7.29  -7.78  15.85  -0.09
C  -10.00  -5.87  20.84  -0.11
C  -11.58  0.74  14.26  -0.08
C  -12.52  -6.49  15.35  -0.11
C  -6.22  -3.86  20.85  -0.14
C  -5.59  -1.99  16.98  -0.20
C  -8.53  -8.18  16.36  -0.12
C  -9.54  4.28  18.95  -0.44
C  -12.07  5.01  19.75  -0.36
C  -9.89  -6.79  19.81  -0.11
C  -7.07  -2.72  20.40  -0.66
C  -4.23  -4.53  22.07  -0.13
C  -6.38  -1.79  14.95  -0.53
C  -11.91  4.49  18.44  -0.03
C  -9.75  5.02  20.20  0.01
B  -10.65  -6.92  17.25  -0.48
H  -12.75  -3.24  15.25  0.09
H  -6.63  -5.54  15.71  0.09
H  -5.60  -2.36  17.99  0.10
H  -3.39  -4.27  22.77  0.11
H  -7.30  -5.32  19.81  0.10
H  -12.76  -7.51  15.12  0.09
H  -13.81  -5.38  14.03  0.05
H  -8.97  -9.14  16.45  0.09
H  -12.71  4.43  17.70  0.11
H  -11.57  -1.41  13.92  0.08
H  -10.48  3.40  17.23  0.08
H  -3.69  -0.81  16.96  0.05
H  -10.82  -3.78  20.77  0.10
H  -5.53  -7.11  20.34  0.08
H  -14.06  4.67  19.80  0.11
H  -9.72  -6.01  21.85  0.07
H  -11.19  5.85  21.47  0.09
H  -13.34  5.30  21.23  0.10
H  -7.04  -1.96  14.14  0.07
H  -11.15  2.77  14.97  0.10
H  -11.16  -8.01  17.42  0.10
H  -9.43  -7.77  19.73  0.11
H  -12.20  1.10  13.48  0.06
H  -6.48  -8.35  15.38  0.07
H  -5.13  -2.62  22.19  0.12
H  -8.89  5.30  20.75  0.10

***

No. 7
Below is C15H44N4NbO4 as an isolated structure at a distorted geometry, with properties calculated with ωB97M-V/def2-TZVPD.

Summary:
Net charge ... -1
F_max ... 0.0552 Eh/bohr
Frontier orbital gap ... 7.02 eV
Calculated total energy ... -1174.5763 a.u.

Each line ends with the Löwdin charge.
Atoms and positions in Å:
Nb  -2.09  -4.97  0.08  0.92
O  0.19  -6.58  2.20  -0.06
O  -0.26  5.32  0.73  -0.19
O  -0.67  -1.82  2.41  -0.24
O  1.50  3.55  -3.12  -0.22
N  2.91  1.44  -4.51  0.04
N  -1.14  -6.89  0.28  -0.31
N  -2.17  0.60  1.99  0.03
N  -0.34  2.75  2.05  0.04
C  0.14  -6.66  0.95  -0.60
C  -2.21  -0.07  3.30  -0.41
C  0.29  2.89  0.73  -0.42
C  0.54  -1.61  3.11  -0.11
C  0.99  5.97  0.85  -0.11
C  -1.84  -1.56  3.16  -0.21
C  0.79  2.44  -3.65  -0.20
C  1.39  4.74  -3.88  -0.11
C  1.50  1.72  -4.82  -0.43
C  -1.33  0.69  4.28  -0.09
C  1.49  -6.45  0.14  -0.06
C  -1.98  -7.89  1.00  -0.24
C  1.43  2.49  -6.14  -0.08
C  1.80  2.88  0.90  -0.07
C  -0.24  4.12  -0.03  -0.19
H  -0.36  0.94  3.87  0.04
H  2.15  1.87  1.16  0.07
H  -1.81  1.64  4.56  0.07
H  2.17  4.77  -4.64  0.07
H  -1.29  3.93  -0.29  0.12
H  1.90  -5.44  0.49  0.08
H  0.03  2.01  0.13  0.13
H  -2.39  -7.50  1.98  0.05
H  2.14  3.54  1.70  0.06
H  -1.27  0.39  1.56  0.07
H  -0.76  -4.54  -1.14  -0.18
H  -1.18  0.12  5.20  0.07
H  3.33  2.31  -4.18  0.07
H  -0.23  2.73  -3.92  0.12
H  0.29  4.27  -0.97  0.10
H  0.70  1.72  -2.83  0.12
H  0.46  -1.88  4.17  0.09
H  0.86  -0.56  3.02  0.07
H  0.81  7.03  1.02  0.08
H  -2.81  -8.28  0.32  0.07
H  -0.25  3.65  2.52  0.08
H  1.34  -6.35  -0.97  0.05
H  -1.33  -8.79  1.24  0.07
H  1.31  -2.23  2.65  0.09
H  -3.21  -5.55  -1.26  -0.21
H  2.22  -7.29  0.35  0.07
H  -1.78  -2.05  4.14  0.12
H  -2.84  0.15  1.37  0.08
H  1.59  5.86  -0.06  0.09
H  -3.24  -0.03  3.67  0.13
H  -2.74  -3.30  -0.19  -0.22
H  -1.06  -4.25  1.43  -0.13
H  2.94  0.84  -3.69  0.07
H  -2.65  -2.06  2.62  0.11
H  -1.35  2.64  1.92  0.05
H  0.99  0.77  -4.98  0.14
H  1.54  5.58  1.71  0.07
H  2.14  3.32  -6.19  0.06
H  2.31  3.17  -0.03  0.07
H  1.55  5.59  -3.21  0.08
H  1.68  1.82  -6.97  0.08
H  0.43  2.88  -6.32  0.08
H  -3.39  -5.35  1.33  -0.19
H  0.40  4.84  -4.34  0.09

***

No. 8
Below is a 2-piece molecular cluster, C2H6N3O2 overall at a distorted geometry, with properties calculated with ωB97M-V/def2-TZVPD.

Summary:
Net charge ... +1
F_max ... 0.1303 Eh/bohr
Frontier orbital gap ... 10.38 eV
Calculated total energy ... -394.1667 a.u.
ΔE to the lowest compared entry with this formula, charge and spin ... 72.0 kcal/mol

Each line ends with the Löwdin charge.
Atoms and positions in Å:
O  -2.67  0.71  -0.46  0.35
O  1.77  0.30  -1.43  0.08
N  0.04  0.77  0.27  0.01
N  0.84  -0.37  0.65  0.04
N  -1.83  -1.39  0.07  0.22
C  -2.14  -0.23  -0.25  -0.30
C  1.42  0.65  -0.13  -0.41
H  -2.32  -2.28  -0.13  0.18
H  2.43  0.89  -1.69  0.07
H  -0.22  1.57  1.06  0.21
H  1.12  -0.35  1.57  0.09
H  2.21  1.39  0.34  0.21
H  -0.64  -1.65  0.13  0.25

***

No. 9
Below is C7H6F12N2O11RbS4 as an isolated structure at a distorted geometry, with properties calculated with ωB97M-V/def2-TZVPD.

Summary:
Net charge ... -1
F_max ... 0.1155 Eh/bohr
Frontier orbital gap ... 9.04 eV
Calculated total energy ... -4022.7410 a.u.
ΔE to the lowest compared entry with this formula, charge and spin ... 0.0 kcal/mol

Each line ends with the Löwdin charge.
Atoms and positions in Å:
Rb  8.88  7.66  -27.99  0.95
S  9.21  7.60  -32.08  0.72
S  10.34  5.61  -24.94  0.52
S  11.39  8.00  -24.75  0.72
S  10.54  5.60  -31.14  0.52
F  12.43  6.16  -29.03  0.10
F  7.63  5.74  -25.27  0.12
F  13.15  8.46  -26.71  0.17
F  8.55  3.69  -24.81  0.14
F  10.56  5.09  -28.48  0.06
F  9.43  9.99  -30.83  0.13
F  11.21  9.38  -31.84  0.14
F  9.66  10.14  -33.00  0.16
F  12.52  10.22  -25.56  0.14
F  12.00  4.01  -29.59  0.08
F  11.14  9.36  -27.07  0.03
F  8.67  4.58  -26.73  0.08
O  9.57  4.55  -31.50  -0.30
O  7.37  9.91  -26.99  -0.03
O  10.89  9.01  -23.80  -0.31
O  7.14  12.21  -27.22  0.00
O  10.34  5.57  -23.47  -0.32
O  7.78  7.78  -32.02  -0.31
O  12.59  7.28  -24.37  -0.30
O  11.63  5.76  -32.09  -0.31
O  11.30  4.71  -25.53  -0.29
O  9.67  7.12  -33.42  -0.31
O  5.30  10.99  -27.00  0.00
N  9.89  6.87  -30.65  -0.40
N  10.23  6.99  -25.63  -0.42
C  11.46  5.27  -29.45  -0.55
C  9.89  9.41  -31.92  -0.69
C  12.14  9.11  -26.17  -0.63
C  6.69  10.95  -27.07  -0.47
C  8.50  12.52  -27.19  -0.03
C  8.62  4.87  -25.42  -0.65
C  4.60  9.84  -26.63  -0.08
H  3.70  10.06  -26.06  0.10
H  8.49  13.32  -26.45  0.10
H  9.17  11.67  -27.03  0.10
H  5.11  9.03  -26.11  0.10
H  4.29  9.36  -27.56  0.10
H  8.71  13.04  -28.12  0.10

***

Which value of net charge does entry 9 give? -1

***

The lowest calculated total energy belongs to which entry? C21H38AsF6N4O6S2W

***

Which value of net charge does entry 5 give? 0

***

The lowest calculated total energy belongs to which entry? C21H38AsF6N4O6S2W